Arrangement a

2 unconnected molecules or ions with the total composition C2H4FNO2, computed with wB97M-V/def2-TZVPD.

Computed properties:
Kohn-Sham gap = 10.763 eV
SMILES = O=C1O[C@H]1F.N
LUMO = 0.72 eV

```
10
C2H4FNO2 (wB97M-V/def2-TZVPD)
F 2.808 -1.902 0.248
O -0.517 -1.199 -0.209
O 1.250 -0.425 1.162
N -1.986 1.471 -0.032
C 0.579 -0.969 0.164
C 2.030 -0.855 0.068
H -1.611 0.618 -0.087
H -2.985 1.333 0.169
H -2.123 1.919 -0.901
H 2.556 0.010 -0.582
```

---

Arrangement b

C2H4FNO2 in the gas phase, computed with wB97M-V/def2-TZVPD.

Computed properties:
Kohn-Sham gap = 10.780 eV
SMILES = O=C(CF)NO
LUMO = 0.53 eV

```
10
C2H4FNO2 (wB97M-V/def2-TZVPD)
F -0.956 -0.161 -1.700
O -1.172 0.577 1.433
O 1.618 -1.001 -0.091
N 0.109 0.015 1.287
C 0.720 -0.201 0.078
C 0.058 0.555 -1.078
H 0.180 -0.834 1.902
H 0.817 0.699 -1.865
H -1.029 1.316 2.047
H -0.367 1.425 -0.533
```

---

Arrangement c

2 unconnected molecules or ions with the total composition C2H4FNO2, computed with wB97M-V/def2-TZVPD.

Computed properties:
Kohn-Sham gap = 10.524 eV
LUMO = -0.49 eV

```
10
C2H4FNO2 (wB97M-V/def2-TZVPD)
F -0.210 -1.472 -1.931
O 0.990 1.661 1.137
O -0.301 0.146 2.072
N 0.063 0.831 1.146
C -0.630 0.632 -0.069
C 0.467 -1.029 -0.798
H -0.523 1.493 -0.615
H 1.483 -0.823 -1.068
H 0.299 -1.636 -0.001
H -1.639 0.197 0.127
```

---

Least stable: arrangement c